#A
Density functional theory data (ωB97M-V/def2-TZVPD) for C4H9N3S as an isolated structure.

Each line ends with the natural charge from an NBO analysis.
Geometry (Å):
C (-1.138, -1.125, 2.341)  -0.44
C (-0.590, 0.029, 0.242)  0.31
C (1.465, 0.168, -0.815)  0.04
C (2.714, 0.756, -0.531)  -0.66
H (-1.924, -1.238, 3.312)  0.26
H (0.026, -0.598, 2.761)  0.21
H (-0.882, -2.340, 2.054)  0.20
H (-2.777, 1.115, 1.210)  0.35
H (-3.474, -0.280, 0.545)  0.36
H (-1.077, 0.641, -0.612)  0.20
H (3.676, 0.088, -0.136)  0.25
H (2.366, 1.527, 0.385)  0.24
H (3.031, 1.241, -1.378)  0.23
N (-1.475, -0.445, 1.182)  -0.31
N (-2.767, 0.072, 1.340)  -0.65
N (0.654, -0.312, 0.275)  -0.55
S (0.715, 0.355, -2.196)  -0.05

Computed properties:
LUMO, eV: 0.00
Spin multiplicity: 1
HOMO energy, eV: -8.31
Gap between HOMO and LUMO, eV: 8.3011
M, g/mol: 131.2

=====

#B
Density functional theory data (ωB97M-V/def2-TZVPD) for an isolated molecule of C4H9N3S.

Each line ends with the natural charge from an NBO analysis.
Geometry (Å):
H (0.122, -1.575, 0.912)  0.34
N (-0.892, -1.560, 0.778)  -0.76
C (-1.291, -0.653, 0.016)  0.55
N (-2.661, -0.599, -0.150)  -0.86
N (-0.624, 0.363, -0.663)  -0.66
C (0.842, 0.765, -0.489)  -0.15
C (1.123, 1.241, 1.005)  -0.67
C (1.729, -0.426, -0.951)  -0.25
S (2.940, -1.097, 0.011)  0.05
H (-2.906, -0.788, -1.178)  0.38
H (-2.994, -1.462, 0.547)  0.41
H (-1.392, 1.146, -0.620)  0.41
H (0.843, 1.441, -1.415)  0.25
H (2.213, 1.584, 1.130)  0.24
H (0.326, 2.096, 1.261)  0.23
H (1.108, 0.363, 1.900)  0.25
H (1.515, -0.840, -2.093)  0.23

Computed properties:
LUMO, eV: -0.74
Spin multiplicity: 1
HOMO energy, eV: -9.08
SMILES: [H]/N=C(/N)N[C@@H](C)C=S
Gap between HOMO and LUMO, eV: 8.3389
M, g/mol: 131.2

=====

Stability ranking, top entry: #B; the second entry is 1.917 eV less favorable.

=====

#A
Density functional theory data (ωB97M-V/def2-TZVPD) for an isolated molecule of C4H9N3S.

Each line ends with the natural charge from an NBO analysis.
Geometry (Å):
C (-1.800, -1.303, 0.412)  -0.63
C (-1.036, -0.400, -0.622)  -0.12
C (-1.005, 1.070, -0.529)  -0.24
N (0.150, 1.367, 0.381)  -0.65
C (0.984, 0.265, 0.012)  0.54
N (2.228, 0.530, 0.263)  -0.73
S (3.509, -0.454, -0.289)  0.19
N (0.322, -0.779, -0.460)  -0.52
H (-2.941, -1.032, 0.783)  0.21
H (-1.560, -2.291, -0.031)  0.23
H (-1.319, -1.146, 1.482)  0.21
H (-1.193, -0.916, -1.553)  0.21
H (-1.925, 1.276, -0.011)  0.21
H (-0.874, 1.570, -1.636)  0.19
H (0.398, 2.319, -0.040)  0.37
H (2.375, 1.284, 0.850)  0.40
H (3.687, -1.361, 0.988)  0.12

Computed properties:
LUMO, eV: 0.51
Spin multiplicity: 1
HOMO energy, eV: -8.51
SMILES: C[C@H]1CNC(NS)=N1
Gap between HOMO and LUMO, eV: 9.0275
M, g/mol: 131.2

=====

#B
Density functional theory data (ωB97M-V/def2-TZVPD) for an isolated molecule of C4H9N3S.

Each line ends with the natural charge from an NBO analysis.
Geometry (Å):
C (-0.335, 3.404, -1.470)  -0.07
N (-0.498, 2.167, -1.169)  -0.32
N (0.617, 1.728, -0.374)  -0.40
C (0.750, 0.542, 0.005)  0.28
N (0.090, -0.698, -0.134)  -0.57
S (-0.863, -1.107, -1.630)  0.12
C (0.570, -1.862, 0.549)  -0.26
C (-0.328, -2.019, 1.708)  -0.63
H (0.629, 4.072, -1.256)  0.19
H (-1.203, 3.800, -2.106)  0.19
H (1.710, 0.580, 0.663)  0.19
H (-1.397, 0.179, -1.841)  0.18
H (0.482, -2.846, 0.001)  0.22
H (1.681, -1.807, 0.892)  0.21
H (-0.535, -3.118, 2.142)  0.21
H (-1.390, -1.596, 1.345)  0.23
H (0.019, -1.418, 2.674)  0.21

Computed properties:
LUMO, eV: 0.53
Spin multiplicity: 1
HOMO energy, eV: -8.33
SMILES: C=N/N=C\N(S)CC
Gap between HOMO and LUMO, eV: 8.8587
M, g/mol: 131.2

=====

Stability ranking, top entry: #A; the second entry is 1.073 eV less favorable.

=====

#A
Density functional theory data (ωB97M-V/def2-TZVPD) for C27H33F6N7O3P2SSeTc as an isolated structure.

Each line ends with the Mulliken spin population.
Geometry (Å):
Tc (0.152, -0.339, 0.087)  0.98
O (0.226, 1.704, 0.021)  -0.01
S (1.296, 1.864, 1.117)  0.00
O (2.378, 2.718, 0.809)  -0.01
O (1.623, 0.408, 1.359)  0.03
C (0.369, 2.426, 2.478)  0.02
C (0.901, 3.369, 3.336)  0.00
C (0.126, 3.804, 4.406)  0.00
C (-1.148, 3.294, 4.592)  0.00
C (-1.667, 2.339, 3.722)  0.00
C (-0.911, 1.889, 2.648)  -0.02
P (-1.644, 0.665, 1.517)  -0.07
C (-2.806, 1.527, 0.455)  0.02
C (-3.726, 0.820, -0.328)  0.00
C (-4.617, 1.505, -1.136)  0.00
C (-4.589, 2.894, -1.181)  0.00
C (-3.672, 3.598, -0.416)  0.00
C (-2.779, 2.920, 0.401)  0.00
C (-2.487, -0.456, 2.647)  0.00
C (-1.729, -0.960, 3.714)  0.01
C (-2.316, -1.777, 4.662)  0.00
C (-3.666, -2.103, 4.556)  0.00
C (-4.423, -1.596, 3.513)  0.00
C (-3.841, -0.768, 2.559)  0.00
H (1.894, 3.763, 3.163)  0.00
H (0.521, 4.545, 5.087)  0.00
H (-1.752, 3.640, 5.420)  0.00
H (-2.665, 1.952, 3.888)  0.00
H (-3.766, -0.262, -0.294)  -0.01
H (-5.345, 0.959, -1.721)  0.00
H (-5.291, 3.427, -1.808)  0.00
H (-3.653, 4.679, -0.448)  0.00
H (-2.073, 3.482, 0.999)  0.00
H (-0.688, -0.671, 3.832)  0.00
H (-1.734, -2.139, 5.499)  0.00
H (-4.130, -2.731, 5.305)  0.00
H (-5.480, -1.820, 3.451)  0.00
H (-4.461, -0.341, 1.785)  0.00
C (-1.430, -5.480, 0.780)  0.00
N (-0.808, -4.251, 1.291)  0.00
C (-0.062, -4.314, 2.555)  0.00
C (-0.863, -3.107, 0.624)  0.00
N (-0.383, -1.978, 1.112)  -0.02
N (-1.419, -3.158, -0.638)  0.01
C (-1.722, -2.109, -1.474)  0.03
N (-2.481, -2.413, -2.527)  0.02
N (-1.296, -0.902, -1.223)  0.01
H (-1.448, -6.211, 1.581)  0.00
H (-0.856, -5.904, -0.047)  0.00
H (-2.463, -5.300, 0.485)  0.00
H (0.037, -5.355, 2.844)  0.00
H (-0.591, -3.783, 3.347)  0.00
H (0.942, -3.907, 2.425)  0.00
H (-0.049, -2.063, 2.063)  0.01
H (-1.572, -4.081, -1.014)  0.00
H (-2.904, -3.319, -2.647)  0.00
H (-2.583, -1.757, -3.286)  0.00
H (-1.698, -0.194, -1.828)  0.01
C (5.150, 3.119, -2.211)  0.00
N (5.498, 2.373, -3.422)  0.05
C (6.727, 1.875, -3.705)  0.07
C (6.637, 1.232, -4.909)  0.07
N (5.356, 1.352, -5.337)  0.06
C (4.848, 0.775, -6.585)  0.00
C (4.640, 2.056, -4.424)  -0.12
Se (2.859, 2.497, -4.502)  0.86
H (6.073, 3.377, -1.700)  0.00
H (4.528, 2.502, -1.566)  0.00
H (4.616, 4.024, -2.482)  0.00
H (7.572, 2.014, -3.053)  0.00
H (7.390, 0.716, -5.479)  0.01
H (5.543, 1.011, -7.386)  0.00
H (3.877, 1.205, -6.801)  0.00
H (4.760, -0.303, -6.470)  0.00
F (1.299, 0.164, -1.610)  0.00
P (2.258, -1.262, -2.097)  0.01
F (2.993, -2.605, -2.343)  0.00
F (1.444, -1.910, -0.706)  0.00
F (2.835, -0.444, -3.305)  -0.01
F (3.345, -0.711, -1.099)  0.00
F (0.974, -1.699, -2.926)  0.00

Computed properties:
LUMO (spin up / spin down), eV: -9.05 / -9.33
Spin multiplicity: 3
HOMO energy (spin up / spin down), eV: -15.83 / -16.00
Gap between HOMO and LUMO (spin up / spin down), eV: 6.7805 / 6.6735
⟨S²⟩: 2.025
M, g/mol: 888.6
Total charge: +3

=====

#B
Density functional theory data (ωB97M-V/def2-TZVPD) for C27H33F6N7O3P2SSeTc as an isolated structure.

Each line ends with the Mulliken spin population.
Geometry (Å):
Tc (0.048, 0.025, 0.659)  0.96
O (0.341, 2.077, 0.509)  -0.01
S (1.296, 2.168, 1.708)  0.02
O (2.446, 2.963, 1.507)  -0.01
O (1.497, 0.700, 1.994)  0.03
C (0.294, 2.790, 2.994)  0.02
C (0.830, 3.672, 3.912)  0.00
C (0.021, 4.134, 4.945)  0.00
C (-1.293, 3.709, 5.039)  0.00
C (-1.821, 2.816, 4.109)  0.00
C (-1.029, 2.340, 3.072)  -0.02
P (-1.782, 1.259, 1.822)  -0.07
C (-2.612, 2.305, 0.619)  0.02
C (-3.361, 1.745, -0.422)  0.00
C (-4.002, 2.568, -1.333)  0.00
C (-3.895, 3.949, -1.220)  0.00
C (-3.147, 4.508, -0.194)  0.00
C (-2.503, 3.691, 0.724)  0.00
C (-2.958, 0.258, 2.739)  0.01
C (-2.503, -0.375, 3.903)  0.01
C (-3.372, -1.137, 4.662)  0.00
C (-4.699, -1.280, 4.266)  0.00
C (-5.155, -0.649, 3.119)  0.00
C (-4.291, 0.125, 2.354)  0.00
H (1.858, 3.996, 3.817)  0.00
H (0.423, 4.829, 5.669)  0.00
H (-1.924, 4.073, 5.838)  0.00
H (-2.853, 2.504, 4.197)  0.00
H (-3.470, 0.671, -0.509)  -0.01
H (-4.601, 2.134, -2.123)  0.00
H (-4.404, 4.589, -1.928)  0.00
H (-3.070, 5.582, -0.100)  0.00
H (-1.928, 4.142, 1.521)  0.00
H (-1.483, -0.230, 4.245)  0.00
H (-3.027, -1.596, 5.579)  0.00
H (-5.381, -1.865, 4.868)  0.00
H (-6.194, -0.734, 2.829)  0.00
H (-4.675, 0.649, 1.491)  0.00
C (-1.944, -4.973, 1.351)  0.00
N (-1.323, -3.757, 1.893)  0.00
C (-0.769, -3.794, 3.254)  0.00
C (-1.212, -2.647, 1.179)  -0.01
N (-0.726, -1.524, 1.678)  -0.03
N (-1.614, -2.719, -0.142)  0.02
C (-1.650, -1.723, -1.084)  0.03
N (-2.155, -2.062, -2.268)  0.02
N (-1.241, -0.510, -0.808)  0.02
H (-2.073, -5.681, 2.163)  0.00
H (-1.309, -5.445, 0.598)  0.00
H (-2.935, -4.760, 0.949)  0.00
H (-0.793, -4.819, 3.609)  0.00
H (-1.362, -3.179, 3.933)  0.00
H (0.272, -3.468, 3.251)  0.00
H (-0.484, -1.593, 2.658)  0.01
H (-1.850, -3.643, -0.469)  0.00
H (-2.511, -2.983, -2.465)  0.00
H (-2.078, -1.432, -3.050)  0.00
H (-1.365, 0.138, -1.577)  0.01
C (3.486, 4.351, -1.781)  0.00
N (3.704, 3.411, -2.884)  0.05
C (4.915, 3.090, -3.394)  0.09
C (4.710, 2.167, -4.385)  0.08
N (3.378, 1.942, -4.455)  0.05
C (2.754, 1.013, -5.400)  0.00
C (2.738, 2.698, -3.526)  -0.12
Se (0.940, 2.780, -3.189)  0.83
H (4.359, 4.992, -1.708)  0.00
H (3.350, 3.803, -0.851)  0.00
H (2.608, 4.954, -1.990)  0.00
H (5.829, 3.533, -3.038)  0.01
H (5.415, 1.679, -5.035)  0.00
H (3.124, 1.226, -6.399)  0.00
H (1.679, 1.155, -5.372)  0.00
H (3.003, -0.007, -5.115)  0.00
F (1.566, 0.392, -0.851)  -0.01
P (2.312, -1.122, -1.297)  0.01
F (2.815, -2.571, -1.549)  0.00
F (1.292, -1.674, 0.014)  0.00
F (3.094, -0.393, -2.449)  0.00
F (3.398, -0.800, -0.216)  0.00
F (1.038, -1.338, -2.243)  0.00

Computed properties:
LUMO (spin up / spin down), eV: -9.54 / -9.80
Spin multiplicity: 3
HOMO energy (spin up / spin down), eV: -16.27 / -16.53
Gap between HOMO and LUMO (spin up / spin down), eV: 6.7286 / 6.7242
⟨S²⟩: 2.033
M, g/mol: 888.6
Total charge: +3

=====

Stability ranking, top entry: #A; the second entry is 0.305 eV less favorable.

=====

#A
Density functional theory data (ωB97M-V/def2-TZVPD) for an isolated molecule of C8H6N2O.

Each line ends with the natural charge from an NBO analysis.
Geometry (Å):
C (2.997, -0.166, -0.029)  -0.26
C (2.463, 1.050, -0.065)  -0.12
C (0.998, 1.189, -0.047)  -0.20
C (0.239, -0.029, -0.047)  0.11
C (-1.244, -0.033, -0.035)  0.47
N (-1.944, 1.007, 0.148)  -0.47
C (-3.246, 0.551, 0.070)  -0.11
C (-3.186, -0.752, -0.075)  0.02
O (-1.860, -1.144, -0.096)  -0.37
N (0.815, -1.225, 0.091)  -0.40
C (2.232, -1.329, 0.113)  0.04
H (3.944, -0.462, 0.105)  0.21
H (2.834, 1.815, -0.064)  0.16
H (0.352, 2.230, -0.202)  0.26
H (-4.165, 1.278, 0.256)  0.23
H (-3.785, -1.672, -0.194)  0.22
H (2.556, -2.306, 0.072)  0.20

Computed properties:
LUMO, eV: 0.64
Spin multiplicity: 1
HOMO energy, eV: -8.99
SMILES: c1ccc(-c2ncco2)nc1
Gap between HOMO and LUMO, eV: 9.6236
M, g/mol: 146.1

=====

#B
Density functional theory data (ωB97M-V/def2-TZVPD) for an isolated molecule of C8H6N2O.

Each line ends with the natural charge from an NBO analysis.
Geometry (Å):
C (-3.023, 0.164, 0.017)  0.11
N (-2.739, -1.118, 0.012)  -0.50
C (-1.374, -1.168, 0.021)  0.14
C (-0.343, -2.069, -0.001)  -0.23
C (0.839, -1.287, 0.011)  0.06
N (0.522, 0.076, 0.036)  -0.40
C (-0.825, 0.202, 0.038)  0.18
C (-1.888, 1.050, 0.033)  -0.44
C (1.704, 0.877, 0.011)  0.12
O (2.781, -0.054, 0.037)  -0.46
C (2.299, -1.313, 0.015)  0.18
H (-4.051, 0.488, 0.001)  0.19
H (-0.383, -3.140, -0.030)  0.24
H (-1.920, 2.121, 0.046)  0.22
H (1.783, 1.481, -0.912)  0.18
H (1.782, 1.551, 0.881)  0.19
H (2.991, -2.125, -0.005)  0.22

Computed properties:
LUMO (spin up / spin down), eV: -0.70 / -0.70
Spin multiplicity: 1
HOMO energy (spin up / spin down), eV: -7.53 / -7.53
SMILES: C1=Nc2cc3n(c2=C1)COC=3
Gap between HOMO and LUMO (spin up / spin down), eV: 6.8307 / 6.8348
M, g/mol: 146.1

=====

Stability ranking, top entry: #B; the second entry is 0.988 eV less favorable.

=====

#A
Density functional theory data (ωB97M-V/def2-TZVPD) for a 2-piece molecular cluster, C5H13NO2 overall.

Each line ends with the natural charge from an NBO analysis.
Geometry (Å):
C (-1.065, -2.802, -0.570)  -0.61
C (-0.827, -1.358, -0.192)  -0.21
N (0.595, -1.086, -0.194)  -0.63
C (1.020, 0.282, -0.014)  -0.16
C (2.525, 0.310, 0.107)  -0.60
C (0.416, 0.996, 1.192)  0.44
O (0.593, 2.165, 1.388)  -0.52
H (-0.350, -3.087, -1.334)  0.21
H (-0.960, -3.450, 0.298)  0.20
H (-2.082, -2.990, -0.934)  0.21
H (-1.335, -0.727, -0.928)  0.18
H (-1.346, -1.130, 0.748)  0.17
H (1.119, -1.752, 0.368)  0.36
H (0.689, 0.859, -0.882)  0.21
H (2.959, -0.098, -0.801)  0.22
H (2.860, -0.361, 0.906)  0.20
H (2.989, 1.262, 0.341)  0.23
H (-0.183, 0.397, 1.913)  0.11
O (-2.619, 1.436, -1.135)  -0.95
H (-2.188, 1.088, -1.921)  0.47
H (-2.691, 2.392, -1.193)  0.48

Computed properties:
LUMO, eV: 0.71
Spin multiplicity: 1
HOMO energy, eV: -8.65
SMILES: CCN[C@H](C)C=O.O
Gap between HOMO and LUMO, eV: 9.3619
M, g/mol: 119.2

=====

#B
Density functional theory data (ωB97M-V/def2-TZVPD) for C5H13NO2 as an isolated structure.

Each line ends with the natural charge from an NBO analysis.
Geometry (Å):
C (0.286, -1.471, 0.198)  0.01
C (-0.551, -2.736, -0.009)  -0.64
O (0.894, -1.458, 1.469)  -0.74
H (0.260, -0.998, 2.052)  0.49
H (1.102, -1.475, -0.540)  0.15
H (0.832, 0.268, -0.951)  0.42
H (-0.950, -2.766, -1.023)  0.20
H (0.057, -3.624, 0.164)  0.22
H (-1.382, -2.756, 0.697)  0.22
C (-0.424, 2.054, -1.274)  -0.41
C (1.098, 1.700, 0.598)  -0.43
N (0.322, 1.099, -0.475)  -0.51
C (-0.818, -0.177, 0.213)  0.38
O (-1.201, 0.190, 1.314)  -0.73
H (-1.495, -0.270, -0.652)  0.11
H (0.402, 2.102, 1.337)  0.23
H (-0.901, 1.549, -2.113)  0.21
H (0.222, 2.848, -1.660)  0.20
H (-1.203, 2.490, -0.642)  0.22
H (1.744, 2.496, 0.220)  0.19
H (1.706, 0.936, 1.077)  0.24

Computed properties:
LUMO, eV: 0.71
Spin multiplicity: 1
HOMO energy, eV: -8.63
Gap between HOMO and LUMO, eV: 9.3473
M, g/mol: 119.2

=====

#C
Density functional theory data (ωB97M-V/def2-TZVPD) for a 2-piece molecular cluster, C5H13NO2 overall.

Each line ends with the natural charge from an NBO analysis.
Geometry (Å):
C (-1.754, -1.405, 1.552)  -0.39
C (-1.694, -0.189, 1.037)  -0.19
C (-0.525, 0.740, 0.873)  -0.45
C (0.295, 0.282, -0.386)  -0.06
N (1.641, 0.824, -0.341)  -0.84
C (-0.582, 0.582, -1.650)  -0.09
O (0.202, 1.241, -2.643)  -0.73
H (-2.607, -2.057, 1.591)  0.20
H (-0.845, -1.906, 1.875)  0.19
H (-2.644, 0.293, 0.799)  0.19
H (0.172, 0.738, 1.713)  0.23
H (-0.881, 1.755, 0.703)  0.21
H (0.348, -0.797, -0.226)  0.18
H (2.227, 0.605, -1.144)  0.37
H (1.514, 1.832, -0.434)  0.36
H (-0.954, -0.382, -2.012)  0.18
H (-1.471, 1.171, -1.419)  0.16
H (0.108, 0.804, -3.466)  0.48
O (2.402, -1.748, 1.349)  -0.95
H (1.784, -1.052, 1.036)  0.48
H (3.265, -1.332, 1.192)  0.47

Computed properties:
LUMO, eV: 0.65
Spin multiplicity: 1
HOMO energy, eV: -9.62
SMILES: C=CC[C@H](N)CO.O
Gap between HOMO and LUMO, eV: 10.2750
M, g/mol: 119.2

=====

Stability ranking, top entry: #A; the second entry is 0.630 eV less favorable.